(1)
66
Properties=species:S:1:pos:R:3:forces:R:3 method="wB97M-V/def2-TZVPD" lumo_energy_ev=-3.07 total_charge=+1 energy_ev=-43981.2324
Rb 4.834015 -0.637867 3.664703 -0.8 -0.5 0.1
S 0.074357 -3.156098 3.606219 1.9 0.8 -1.2
O 0.519292 -1.815614 4.174467 -0.1 0.1 -0.1
O -0.201713 -4.111455 4.625058 -0.7 -1.4 2.9
O -1.058793 -3.014555 2.720000 -2.2 1.3 -1.1
O 1.172732 -3.706561 2.779695 2.0 0.2 -0.9
C 3.941230 -2.374884 -2.717141 -1.2 1.1 -0.2
C 2.479121 -2.214213 -3.274712 0.6 -0.9 1.2
N 1.887482 -3.446887 -4.015114 1.0 0.9 -2.3
C 2.518954 -4.724099 -3.474571 -1.3 -0.8 0.0
C 0.331473 -3.399789 -3.908874 1.1 -0.4 0.9
C -0.335858 -2.247739 -4.641834 0.1 -0.3 -1.0
C 2.320635 -3.317052 -5.540714 0.3 -0.4 -0.6
C 2.416649 -4.589043 -6.405543 -1.1 -0.6 2.2
O 1.139224 -5.244653 -6.200303 1.1 -1.1 0.2
C 1.113473 -6.617093 -6.698342 -0.2 0.7 -1.4
H 4.751742 -2.149332 -3.410160 -0.1 -0.6 -0.3
H 4.084512 -3.259103 -2.096069 0.1 0.1 -0.4
H 3.974946 -1.521307 -2.040107 0.1 0.0 0.3
H 2.359798 -1.261816 -3.791253 0.0 -0.5 -0.7
H 1.834705 -2.100905 -2.402937 0.0 -0.3 0.1
H 1.988431 -5.586136 -3.878967 -0.4 0.3 -0.2
H 2.386307 -4.823622 -2.397253 0.1 0.5 0.0
H 3.548421 -4.919823 -3.774558 0.0 0.9 0.1
H 0.153325 -3.363095 -2.834159 -0.1 0.0 0.0
H 0.029831 -4.383527 -4.268541 -0.2 0.3 -0.1
H 0.152028 -1.275023 -4.704164 0.3 -0.1 0.7
H -1.345262 -2.095413 -4.259720 0.1 -0.1 0.1
H -0.412040 -2.523248 -5.693686 -0.4 -0.1 0.0
H 3.313831 -2.868448 -5.520541 -0.2 0.2 0.0
H 1.650858 -2.767541 -6.202172 -0.3 0.9 1.3
H 3.268022 -5.143188 -6.010323 -0.1 -0.8 -0.4
H 2.566845 -4.332077 -7.454116 0.1 0.1 0.0
H 1.914140 -7.296621 -6.406302 0.3 0.5 0.5
H 1.163143 -6.499550 -7.780838 0.1 -0.4 -0.2
H 0.176729 -7.143582 -6.515503 -0.1 0.7 0.5
C -3.996060 2.442682 2.492434 1.6 0.9 0.4
C -3.499597 3.950585 2.793454 -0.9 -0.1 1.0
N -2.063917 4.150503 3.502750 0.0 -2.3 -1.8
C -1.863273 3.203175 4.727722 -1.9 1.1 -0.7
C -1.155649 3.595083 2.353679 2.0 0.4 1.3
C 0.406450 3.753531 2.710418 -2.0 0.0 -1.0
C -1.716626 5.655359 3.746121 -1.9 -2.0 0.6
C -2.778844 6.316349 4.652457 1.4 0.3 1.3
O -2.856223 5.741691 6.017185 -0.6 0.2 -2.6
C -1.763794 5.917920 6.903015 0.3 -0.4 0.4
H -3.341078 1.933558 1.785401 0.2 0.1 0.1
H -4.985828 2.276949 2.066986 -0.2 1.0 0.2
H -3.966926 1.879349 3.425121 -0.1 0.0 -0.1
H -4.238584 4.467723 3.405468 0.1 -0.5 0.7
H -3.502713 4.654363 1.961117 0.6 -0.5 -0.5
H -2.654050 3.508377 5.413006 0.1 -0.2 0.1
H -0.913864 3.331623 5.247543 0.0 -0.1 -0.6
H -2.099110 2.209948 4.345620 0.6 0.0 0.3
H -1.512739 4.020255 1.415688 0.5 0.7 0.2
H -1.278827 2.528837 2.163814 -0.5 -0.1 0.9
H 0.895592 3.174347 1.927222 0.3 0.2 0.1
H 0.635208 3.283570 3.666919 -0.1 0.1 -0.1
H 0.722409 4.796483 2.687345 0.1 -0.2 0.0
H -1.843654 6.013135 2.724380 0.8 0.7 0.2
H -0.736312 5.625426 4.221703 0.0 0.4 -0.6
H -3.702938 6.404342 4.081141 -0.6 -0.9 0.9
H -2.543589 7.375506 4.757060 0.6 0.1 0.0
H -0.755749 6.016278 6.500180 -0.1 0.6 -0.8
H -1.638123 4.980239 7.444352 -0.5 0.0 0.3
H -1.964177 6.723778 7.609079 0.1 0.0 -0.1

***

(2)
70
Properties=species:S:1:pos:R:3:forces:R:3 method="wB97M-V/def2-TZVPD" lumo_energy_ev=-1.36 energy_ev=-55672.1891 smiles="CN(C)P(=O)(N(C)C)N(C)C.CN(C)P(=O)(N(C)C)N(C)C.O=C1C[C@H](F)CO1"
O 1.329926 2.742120 1.187434 -4.9 1.0 7.7
C 0.646769 2.871053 2.328229 1.8 0.0 -3.3
C 0.402512 1.864530 3.599246 1.0 0.2 0.6
C 0.487138 2.971550 4.849483 -0.1 2.2 -1.1
F -0.785675 3.133863 5.627700 3.0 -0.9 -1.4
C 0.603966 4.446749 4.070089 0.0 -1.9 -0.9
O -0.092442 4.092495 2.788760 2.2 -1.2 -0.9
H -0.601816 1.264489 3.468330 1.8 1.6 0.4
H 1.219486 1.038528 3.757349 -1.5 1.7 -0.6
H 1.461469 2.978619 5.498185 -2.3 -0.9 -0.6
H 1.684749 4.714856 3.639846 -2.1 -0.3 1.9
H 0.061126 5.261178 4.729654 1.0 -1.7 -1.9
O -4.140756 0.577443 -3.675554 -2.6 0.3 3.6
P -3.215247 1.403137 -2.748620 5.1 -0.5 -5.5
N -3.113800 2.644475 -3.913909 -1.2 1.6 -1.2
C -1.984797 3.437558 -4.342285 0.4 0.2 0.5
C -4.337863 3.440665 -4.059450 -0.4 -0.5 -0.3
N -1.936280 0.272623 -2.911504 1.5 -1.6 0.6
C -1.077404 0.251256 -4.088964 0.2 0.6 0.1
C -2.333927 -1.113832 -2.617644 -0.3 0.2 0.1
N -2.151307 2.352333 -1.683041 -2.4 -0.1 1.4
C -2.801585 3.407717 -0.920489 -0.3 0.1 -0.1
C -0.707675 2.363830 -1.564301 0.6 -1.0 0.7
H -1.769415 4.264972 -3.659005 0.2 0.2 0.0
H -2.171640 3.878582 -5.333030 -0.3 -0.2 0.3
H -1.075106 2.858090 -4.477986 -0.1 -0.1 0.2
H -4.389631 4.222691 -3.295848 0.0 0.3 0.0
H -5.236701 2.821218 -3.962602 0.3 -0.1 0.1
H -4.397559 3.912001 -5.046959 0.2 0.0 0.1
H -1.643269 0.314815 -5.019180 0.0 0.0 -0.2
H -0.456476 -0.651765 -4.127717 -0.4 0.0 0.2
H -0.349450 1.065339 -4.045243 -0.1 0.1 -0.1
H -2.837332 -1.581777 -3.474203 -0.1 0.0 0.1
H -3.017042 -1.149787 -1.763065 0.0 0.0 -0.1
H -1.463684 -1.725802 -2.358263 0.1 0.2 0.0
H -2.651744 4.384838 -1.389082 0.1 0.2 0.1
H -2.430725 3.450282 0.109065 0.0 0.0 -0.1
H -3.880025 3.228739 -0.854096 0.1 0.1 -0.1
H -0.220354 2.823083 -2.427224 -0.2 -0.1 -0.2
H -0.298156 1.361204 -1.418171 -0.1 0.1 -0.2
H -0.377585 2.934460 -0.688136 -0.4 0.0 0.0
O 0.840631 -1.462360 2.472685 2.3 0.6 3.8
P 1.872397 -2.595666 2.252185 -3.9 -1.7 -6.4
N 2.343459 -1.911159 0.762668 1.0 1.7 -0.9
C 2.646291 -2.538668 -0.502899 0.3 -0.6 0.0
C 3.131202 -0.679016 0.883999 -0.5 0.4 0.2
N 0.637560 -3.768194 2.050446 -1.2 -1.8 0.5
C -0.088931 -3.908033 0.794582 0.5 -0.1 -0.4
C -0.346420 -3.782479 3.145121 0.2 0.2 0.2
N 3.058489 -3.898483 1.998703 1.0 1.2 2.2
C 4.434648 -3.574404 2.344162 0.1 0.3 0.0
C 2.917256 -5.184864 1.347873 -0.6 -1.0 0.7
H 3.662076 -2.944659 -0.537901 0.2 -0.1 -0.2
H 2.560342 -1.814903 -1.327377 0.0 0.1 0.5
H 1.950534 -3.329536 -0.771575 0.0 -0.1 0.3
H 4.186752 -0.904939 1.063181 0.2 0.0 -0.1
H 2.779369 -0.054481 1.712957 -0.1 -0.2 -0.1
H 3.054328 -0.060588 -0.017405 0.0 -0.2 0.0
H -0.413049 -2.947979 0.391108 -0.1 0.1 -0.2
H -0.971769 -4.549829 0.900402 0.2 0.2 0.4
H 0.524074 -4.429417 0.055026 0.0 0.2 -0.1
H -1.098316 -2.991058 3.025184 0.1 0.0 0.1
H 0.145470 -3.637733 4.112249 -0.1 0.0 -0.1
H -0.868553 -4.743887 3.191838 0.2 0.0 -0.2
H 5.017537 -3.321477 1.453619 0.1 -0.1 -0.1
H 4.927218 -4.403029 2.863861 0.0 0.1 -0.1
H 4.471065 -2.716789 3.024342 0.0 -0.1 -0.1
H 2.812217 -5.096441 0.264277 -0.1 0.2 0.0
H 2.071445 -5.754752 1.740494 0.0 0.2 -0.2
H 3.792005 -5.823595 1.518398 0.1 0.3 0.2

***

no.,Kohn-Sham gap (Eh)
1,0.0813
2,0.2294